<1>
10
Properties=species:S:1:pos:R:3 method="wB97M-V/def2-TZVPD" gap_ev="7.8 / 7.7"
S -1.890 -0.493 0.109
O -2.782 0.531 -0.352
O 2.095 -0.871 0.315
C 0.187 0.167 -0.444
C 1.560 -0.344 -0.634
C -0.381 0.207 0.914
H -0.326 0.765 -1.198
H -0.256 0.893 1.652
H -0.071 -0.793 1.324
H 1.865 -0.062 -1.688


<2>
10
Properties=species:S:1:pos:R:3 method="wB97M-V/def2-TZVPD" smiles="CC#C[SH](=O)=O" gap_ev=11.1
S 2.119 0.009 0.266
O 2.542 1.198 -0.382
O 2.681 -1.251 -0.022
C -0.707 0.076 -0.276
C -2.147 0.055 -0.343
C 0.448 0.007 0.030
H -2.256 -1.022 -0.570
H 2.224 -0.004 1.701
H -2.403 0.191 0.768
H -2.502 0.742 -1.171


Quick one: most stable of them? <1>


<1>
10
Properties=species:S:1:pos:R:3 method="wB97M-V/def2-TZVPD" gap_ev=8.2
S 1.900 -1.225 -0.655
O -0.886 2.124 0.644
O -1.019 -1.168 -0.713
C -0.476 -0.004 -0.522
C 0.778 0.022 0.011
C -1.393 1.168 0.092
H 1.259 0.863 -0.186
H -2.369 1.142 -0.269
H 1.524 -2.748 0.488
H 0.681 -0.173 1.109


<2>
10
Properties=species:S:1:pos:R:3 method="wB97M-V/def2-TZVPD" gap_ev=8.6
S -0.216 2.398 -1.631
O 1.246 2.491 -1.700
O -2.938 1.486 -0.915
C -1.993 0.812 -0.509
C 0.555 0.047 -0.090
C -0.633 1.025 -0.883
H 0.115 -0.027 0.962
H 0.509 -0.920 -0.670
H 1.418 0.683 -0.197
H -2.093 0.076 0.245


Quick one: most stable of them? <2>


<1>
10
Properties=species:S:1:pos:R:3 method="wB97M-V/def2-TZVPD" gap_ev=8.1
S -0.137 -1.861 2.184
O 1.151 -1.097 -0.172
O -1.375 1.112 0.528
C 0.647 0.169 -0.864
C -0.691 0.048 0.058
C 0.144 -1.076 0.734
H 1.506 1.009 -0.789
H -0.269 1.922 0.897
H -1.362 -0.285 -0.630
H 0.386 0.060 -1.946


<2>
10
Properties=species:S:1:pos:R:3 method="wB97M-V/def2-TZVPD" gap_ev=9.0
S -2.708 0.013 0.383
O 1.650 1.461 -0.923
O -1.913 1.236 0.376
C -2.378 -0.923 -0.908
C 2.056 0.853 -0.022
C 2.512 0.153 0.962
H 3.438 0.387 1.443
H 1.945 -0.673 1.345
H -1.677 -0.666 -1.679
H -2.926 -1.841 -0.977


<3>
10
Properties=species:S:1:pos:R:3 method="wB97M-V/def2-TZVPD" gap_ev=8.9
S -0.678 0.428 0.567
O -0.905 1.512 -0.472
O -2.792 -1.040 -0.629
C 1.013 0.004 0.400
C 1.704 0.466 -0.620
C -1.950 -1.049 0.210
H 1.199 1.164 -1.211
H -1.838 -1.683 1.053
H 2.714 0.620 -0.564
H 1.532 -0.421 1.265


Quick one: most stable of them? <2>


<1>
12
Properties=species:S:1:pos:R:3 method="wB97M-V/def2-TZVPD" gap_ev=8.0
C 0.030 1.063 1.023
C 0.685 -0.256 -1.102
C -0.187 -0.046 0.143
C -0.968 -1.129 0.458
H -1.039 0.904 1.629
H 0.291 0.361 -1.937
H 1.573 0.325 -0.802
H -0.966 -2.004 -0.117
H 1.030 1.426 1.223
H -1.171 -1.133 1.473
H 1.018 -1.305 -1.278
H -0.297 1.795 -0.713


<2>
12
Properties=species:S:1:pos:R:3 method="wB97M-V/def2-TZVPD" smiles="C=C.C=C" gap_ev=10.9
C -2.128 -0.025 0.505
C -1.517 -0.767 -0.428
C 1.582 0.970 -0.091
C 2.026 -0.276 -0.052
H -3.168 -0.205 0.740
H 3.035 -0.452 0.304
H 0.578 1.306 -0.320
H -2.034 -1.002 -1.350
H -0.469 -0.876 -0.221
H -1.540 0.606 1.163
H 1.385 -1.087 -0.363
H 2.250 1.808 0.115


<3>
12
Properties=species:S:1:pos:R:3 method="wB97M-V/def2-TZVPD" smiles="C=C.C=C" gap_ev=11.2
C 2.551 -0.294 0.146
C -2.654 -0.497 -0.186
C -1.828 0.246 -1.009
C 1.974 0.567 1.022
H -3.613 -0.163 -0.105
H -0.821 -0.037 -1.049
H 1.067 0.262 1.651
H 2.180 1.614 0.932
H -2.514 -1.551 0.014
H 2.274 -1.386 0.344
H -2.052 1.260 -1.257
H 3.437 -0.022 -0.502


Quick one: most stable of them? <2>


<1>
18
Properties=species:S:1:pos:R:3 method="wB97M-V/def2-TZVPD" charge=+1 gap_ev=10.8
N 1.576 0.041 0.201
C 2.522 -0.965 -0.142
C -2.737 -0.059 -0.161
C -0.394 -0.582 0.236
C -1.280 0.560 0.061
C 1.533 1.289 0.063
H -0.459 -1.174 1.134
H -1.236 1.286 -0.853
H 3.561 -0.510 0.143
H 0.710 1.943 0.284
H 2.286 -1.369 -1.126
H -2.660 -1.019 0.258
H 2.455 1.814 -0.311
H -2.831 0.022 -1.143
H 2.255 -1.754 0.587
H -0.439 -1.195 -0.560
H -1.463 1.035 1.042
H -3.399 0.636 0.289


<2>
18
Properties=species:S:1:pos:R:3 method="wB97M-V/def2-TZVPD" charge=+1 gap_ev=9.6
N -0.984 0.736 0.657
C -1.543 -0.315 1.047
C 1.275 0.286 0.347
C -1.598 1.962 0.418
C 1.508 -0.412 -0.972
C 1.130 -1.861 -0.964
H 0.056 -1.909 -0.789
H 1.635 -2.432 -0.099
H 1.145 0.169 -1.831
H -1.821 2.766 1.279
H -2.571 -0.434 1.247
H 1.579 1.354 0.553
H 2.638 -0.428 -0.973
H -2.514 1.929 -0.040
H 0.981 -0.362 1.214
H 1.307 -2.337 -1.933
H -1.065 2.560 -0.379
H -1.158 -1.272 1.216


<3>
18
Properties=species:S:1:pos:R:3 method="wB97M-V/def2-TZVPD" charge=+1 gap_ev=10.3
N 1.286 -0.192 0.323
C -2.538 -0.620 -0.335
C 0.180 2.003 0.075
C -1.649 -0.273 0.537
C 0.229 0.576 -0.372
C 1.471 -1.568 -0.177
H 1.850 -1.540 -1.196
H 1.104 2.543 -0.153
H -2.400 -0.517 -1.399
H -0.633 2.516 -0.429
H 2.179 -2.110 0.448
H 0.005 2.078 1.147
H 2.182 0.317 0.261
H -3.494 -1.034 -0.041
H 0.189 0.378 -1.431
H 1.042 -0.224 1.322
H 0.514 -2.085 -0.169
H -1.519 -0.247 1.591


Quick one: most stable of them? <3>


<1>
17
Properties=species:S:1:pos:R:3 method="wB97M-V/def2-TZVPD" charge=+1 gap_ev=9.4
S -0.424 1.119 0.655
N 1.953 0.675 -1.544
C -1.827 -0.980 1.840
C 1.230 -0.369 -2.354
C -0.963 0.228 2.159
H 0.853 -1.109 -1.656
H -2.566 -0.921 1.048
H -1.631 1.390 0.157
H 0.501 0.170 -2.942
H -0.061 -0.103 2.670
H -1.488 0.923 2.783
H 1.940 -0.821 -3.029
H -1.266 -1.886 1.681
H 2.754 0.316 -1.035
H -2.442 -1.195 2.718
H 2.187 1.417 -2.204
H 1.251 1.145 -0.948


<2>
17
Properties=species:S:1:pos:R:3 method="wB97M-V/def2-TZVPD" charge=+1 gap_ev=8.9
S -0.600 0.399 1.063
N -0.456 0.884 -2.056
C 1.140 -0.033 1.397
C -1.393 -0.583 2.370
C 0.694 -0.052 -2.194
H 0.950 -0.546 -1.267
H 1.639 0.356 -2.542
H 1.739 0.139 0.512
H 1.611 0.639 2.100
H -1.791 -1.482 1.894
H -2.257 -0.054 2.753
H -1.195 0.315 -1.742
H 0.414 -0.845 -2.880
H 1.233 -1.039 1.794
H -0.754 -0.969 3.157
H -0.366 1.627 -1.362
H -0.608 1.244 -2.996


Quick one: most stable of them? <1>


<1>
14
Properties=species:S:1:pos:R:3 method="wB97M-V/def2-TZVPD" smiles="CCOC(=O)NS" gap_ev=10.1
S -2.423 -1.241 -0.313
O 1.238 0.009 -0.554
O 0.094 0.027 1.540
N -0.923 -0.464 -0.619
C 2.434 0.629 0.065
C 0.120 -0.209 0.367
C 1.988 2.093 0.040
H 2.513 0.295 1.149
H 3.133 0.238 -0.549
H 1.266 2.091 0.831
H -3.170 -0.031 -0.573
H 2.777 3.073 0.304
H 1.377 2.252 -0.974
H -0.589 -0.182 -1.557


<2>
14
Properties=species:S:1:pos:R:3 method="wB97M-V/def2-TZVPD" smiles="C[S@]1(=O)=CO1.C=N" gap_ev="7.9 / 7.9"
S 0.086 -0.626 -1.003
O 0.905 0.088 -1.902
O -0.387 -2.063 -1.623
N -0.199 1.348 0.374
C -0.995 2.126 -0.204
C 1.283 -1.491 0.170
C -1.499 -1.161 -1.533
H -1.444 3.032 0.437
H 1.051 -2.445 0.545
H -0.071 1.388 1.396
H -2.290 -1.442 -0.807
H 1.471 -0.648 0.871
H -1.167 1.805 -1.194
H 2.115 -1.163 -0.398


Quick one: most stable of them? <1>


<1>
14
Properties=species:S:1:pos:R:3 method="wB97M-V/def2-TZVPD" gap_ev=10.1
S -0.942 0.181 0.266
O -1.386 -1.052 -0.387
O 3.682 1.664 -0.146
N 3.159 0.593 -0.099
C 2.008 -1.727 0.009
C -2.120 1.526 -0.206
C 2.600 -0.417 -0.084
H 0.951 -1.694 -0.256
H -2.224 1.569 -1.285
H -1.718 2.454 0.188
H 2.096 -2.105 1.028
H 0.025 0.692 -0.620
H -3.079 1.304 0.248
H 2.508 -2.419 -0.667


<2>
14
Properties=species:S:1:pos:R:3 method="wB97M-V/def2-TZVPD" smiles="O=C(O)NCCS" gap_ev=10.1
S 0.604 -2.211 -1.013
O -2.328 1.656 -0.736
O -0.785 2.489 0.690
N -0.717 0.288 0.014
C 0.687 0.187 0.288
C -1.223 1.570 0.040
C 1.215 -1.252 0.373
H 1.088 -1.727 1.358
H 0.961 0.764 1.162
H -2.556 2.593 -0.821
H -1.083 -0.257 -0.746
H 0.468 -3.465 -0.572
H 2.309 -1.252 0.417
H 1.362 0.616 -0.452


Quick one: most stable of them? <2>